Computed, not measured: a 9-piece molecular cluster, C40H66F2O21 overall in a non-equilibrium geometry, with ωB97M-V/def2-TZVPD.

Max |F| ... 6.02 eV/A
Lowest unoccupied orbital energy ... 0.4 eV
Gap between HOMO and LUMO ... 9.479 eV
SMILES string ... CCOC(=O)OC.CCOC(=O)OC.CCOC(=O)OC.CCOC(=O)OC.CCOC(=O)OC.CCOC(=O)OC.CCOC(=O)OC.Fc1ccccc1.Fc1ccccc1
DFT total energy ... -90981.666 eV

Each atom is followed by the atoms it is bonded to, with distances in Å.
Geometry (Å):
1 C -0.58254 1.42152 -4.25381  C2 1.504, H8 1.090, H9 1.090, H10 1.090
2 C -1.15172 0.20142 -4.92379  C1 1.504, O3 1.392, H11 1.090, H12 1.090
3 O -0.55055 -0.90131 -4.32317  C2 1.392, C4 1.315
4 C -0.63492 -2.09019 -4.87908  O3 1.315, O5 1.270, O6 1.345
5 O -1.21233 -2.33986 -5.98201  C4 1.270
6 O -0.03682 -2.94170 -4.02659  C4 1.345, C7 1.430
7 C 0.28508 -4.21445 -4.59446  O6 1.430, H13 1.090, H14 1.090, H15 1.090
8 H -0.93741 2.26104 -4.85162  C1 1.090
9 H 0.48629 1.36517 -4.46007  C1 1.090
10 H -0.86598 1.47919 -3.20289  C1 1.090
11 H -0.83635 0.25349 -5.96588  C2 1.090
12 H -2.22777 0.24182 -4.75477  C2 1.090
13 H -0.60803 -4.73154 -4.94526  C7 1.090
14 H 0.74308 -4.79859 -3.79626  C7 1.090
15 H 0.93713 -4.05776 -5.45374  C7 1.090
16 C -4.82280 1.81055 -1.17451  C17 1.536, H23 1.090, H24 1.090, H25 1.090
17 C -3.43436 2.15692 -0.61662  C16 1.536, O18 1.441, H26 1.090, H27 1.090
18 O -3.44584 2.32312 0.81470  C17 1.441, C19 1.371
19 C -2.31961 2.87020 1.37200  O18 1.371, O20 1.247, O21 1.346
20 O -1.26365 3.22877 0.81469  C19 1.247
21 O -2.53863 2.90721 2.69960  C19 1.346, C22 1.394
22 C -1.49904 3.26738 3.55631  O21 1.394, H28 1.090, H29 1.090, H30 1.090
23 H -5.54602 2.52488 -0.78106  C16 1.090
24 H -5.11731 0.82814 -0.80542  C16 1.090
25 H -4.90696 1.81286 -2.26125  C16 1.090
26 H -3.13418 3.12249 -1.02365  C17 1.090
27 H -2.72301 1.39730 -0.94077  C17 1.090
28 H -1.89174 3.12338 4.56287  C22 1.090
29 H -1.27819 4.33204 3.47989  C22 1.090
30 H -0.59800 2.66323 3.45038  C22 1.090
31 C 3.22933 -2.16085 -6.13995  C32 1.531, H38 1.090, H39 1.090, H40 1.090
32 C 3.04512 -1.13916 -5.01438  C31 1.531, O33 1.387, H41 1.090, H42 1.090
33 O 4.32454 -0.70916 -4.69589  C32 1.387, C34 1.288
34 C 4.51351 0.33347 -3.96416  O33 1.288, O35 1.252, O36 1.404
35 O 3.64722 1.07851 -3.45186  C34 1.252
36 O 5.83505 0.33807 -3.48889  C34 1.404, C37 1.389
37 C 6.22729 1.10732 -2.40092  O36 1.389, H43 1.090, H44 1.090, H45 1.090
38 H 2.25796 -2.32424 -6.60668  C31 1.090
39 H 3.67229 -3.11833 -5.86586  C31 1.090
40 H 3.80878 -1.61122 -6.88174  C31 1.090
41 H 2.52736 -1.58120 -4.16313  C32 1.090
42 H 2.42225 -0.28324 -5.27425  C32 1.090
43 H 5.81113 0.73485 -1.46487  C37 1.090
44 H 5.90046 2.14145 -2.50982  C37 1.090
45 H 7.30120 1.05134 -2.22295  C37 1.090
46 C -4.30362 -5.22757 -1.32871  C47 1.520, H53 1.090, H54 1.090, H55 1.090
47 C -3.27027 -4.27921 -1.91536  C46 1.520, O48 1.445, H56 1.090, H57 1.090
48 O -3.86307 -3.14989 -2.59506  C47 1.445, C49 1.319
49 C -3.73714 -1.93246 -2.10256  O48 1.319, O50 1.229, O51 1.373
50 O -3.26603 -1.61082 -1.01447  C49 1.229
51 O -4.24788 -0.98454 -2.95505  C49 1.373, C52 1.406
52 C -4.65889 -1.29137 -4.26387  O51 1.406, H58 1.090, H59 1.090, H60 1.090
53 H -4.92589 -5.69854 -2.08968  C46 1.090
54 H -4.84006 -4.58669 -0.62900  C46 1.090
55 H -3.88351 -5.99486 -0.67842  C46 1.090
56 H -2.70392 -4.72224 -2.73456  C47 1.090
57 H -2.48731 -3.99934 -1.21055  C47 1.090
58 H -5.07920 -0.44688 -4.81000  C52 1.090
59 H -5.48959 -1.99651 -4.23514  C52 1.090
60 H -3.92039 -1.83425 -4.85378  C52 1.090
61 C -2.16671 -4.86095 1.69249  C62 1.501, H68 1.090, H69 1.090, H70 1.090
62 C -2.79138 -3.51192 1.89911  C61 1.501, O63 1.483, H71 1.090, H72 1.090
63 O -4.26232 -3.55943 1.71403  C62 1.483, C64 1.347
64 C -5.13485 -2.55017 1.90264  O63 1.347, O65 1.205, O66 1.335
65 O -6.32895 -2.69632 1.83148  C64 1.205
66 O -4.51110 -1.38346 2.08226  C64 1.335, C67 1.415
67 C -5.30043 -0.22675 2.28507  O66 1.415, H73 1.090, H74 1.090, H75 1.090
68 H -1.33855 -5.20366 2.31281  C61 1.090
69 H -1.77697 -4.83855 0.67479  C61 1.090
70 H -2.97262 -5.59424 1.72234  C61 1.090
71 H -2.32911 -2.74678 1.27544  C62 1.090
72 H -2.61602 -3.14666 2.91100  C62 1.090
73 H -6.04048 0.07807 1.54513  C67 1.090
74 H -4.71230 0.67598 2.45021  C67 1.090
75 H -5.95719 -0.23012 3.15499  C67 1.090
76 C -2.94816 -1.13361 5.18899  C77 1.508, H83 1.090, H84 1.090, H85 1.090
77 C -1.77184 -0.73140 4.33575  C76 1.508, O78 1.449, H86 1.090, H87 1.090
78 O -0.82864 0.20302 4.91727  C77 1.449, C79 1.355
79 C 0.10277 -0.15419 5.83454  O78 1.355, O80 1.222, O81 1.298
80 O 0.30157 -1.27919 6.26950  C79 1.222
81 O 0.73968 0.93813 6.12880  C79 1.298, C82 1.402
82 C 1.84636 0.84714 6.98535  O81 1.402, H88 1.090, H89 1.090, H90 1.090
83 H -3.44967 -1.92618 4.63363  C76 1.090
84 H -3.63046 -0.31346 5.41238  C76 1.090
85 H -2.62695 -1.49553 6.16569  C76 1.090
86 H -2.06238 -0.26504 3.39437  C77 1.090
87 H -1.18864 -1.60288 4.03828  C77 1.090
88 H 2.79373 0.65255 6.48263  C82 1.090
89 H 1.65425 0.12638 7.78015  C82 1.090
90 H 1.96067 1.83841 7.42400  C82 1.090
91 C 1.41123 3.34984 -1.49749  C92 1.502, H98 1.090, H99 1.090, H100 1.090
92 C 2.91078 3.27981 -1.44860  C91 1.502, O93 1.456, H101 1.090, H102 1.090
93 O 3.40146 4.26940 -0.50007  C92 1.456, C94 1.333
94 C 4.51716 4.00479 0.17974  O93 1.333, O95 1.215, O96 1.371
95 O 5.29259 3.08569 0.00399  C94 1.215
96 O 4.65210 4.95402 1.16002  C94 1.371, C97 1.467
97 C 5.90269 5.03796 1.92248  O96 1.467, H103 1.090, H104 1.090, H105 1.090
98 H 1.06214 2.47685 -2.04896  C91 1.090
99 H 1.02138 4.21840 -2.02826  C91 1.090
100 H 1.02622 3.27684 -0.48037  C91 1.090
101 H 3.33785 3.29451 -2.45134  C92 1.090
102 H 3.17159 2.30018 -1.04810  C92 1.090
103 H 5.69514 5.57829 2.84609  C97 1.090
104 H 6.81219 5.32361 1.39396  C97 1.090
105 H 6.21919 4.02952 2.18893  C97 1.090
106 F 2.83225 -0.38959 1.52391  C107 1.352
107 C 1.80646 -0.55431 0.65810  F106 1.352, C108 1.386, C112 1.371
108 C 0.49446 -0.57355 1.10336  C107 1.386, C109 1.401, H113 1.080
109 C -0.54970 -0.54033 0.16927  C108 1.401, C110 1.373, H114 1.080
110 C -0.21436 -0.51587 -1.16219  C109 1.373, C111 1.390, H115 1.080
111 C 1.09529 -0.65362 -1.60616  C110 1.390, C112 1.362, H116 1.080
112 C 2.09436 -0.62384 -0.68041  C107 1.371, C111 1.362, H117 1.080
113 H 0.31509 -0.63052 2.16684  C108 1.080
114 H -1.56633 -0.36873 0.49085  C109 1.080
115 H -1.00366 -0.36608 -1.88397  C110 1.080
116 H 1.30576 -0.64601 -2.66543  C111 1.080
117 H 3.14686 -0.54814 -0.91045  C112 1.080
118 F 1.63258 3.36397 3.93183  C119 1.331
119 C 2.85844 2.84810 3.99111  F118 1.331, C120 1.409, C124 1.370
120 C 3.36654 2.13613 2.88605  C119 1.409, C121 1.415, H125 1.080
121 C 4.58823 1.43396 3.01976  C120 1.415, C122 1.389, H126 1.080
122 C 5.26760 1.49940 4.22924  C121 1.389, C123 1.342, H127 1.080
123 C 4.83130 2.24665 5.25532  C122 1.342, C124 1.432, H128 1.080
124 C 3.60191 2.97165 5.13561  C119 1.370, C123 1.432, H129 1.080
125 H 2.85427 2.11082 1.93561  C120 1.080
126 H 5.05131 0.89034 2.20955  C121 1.080
127 H 6.25135 1.05794 4.29052  C122 1.080
128 H 5.44697 2.25643 6.14260  C123 1.080
129 H 3.27202 3.58701 5.95957  C124 1.080